Computed, not measured: C2H4NO2 as an isolated structure at a distorted geometry, with the ωB97M-V functional and the def2-TZVPD basis.

Last column: Löwdin charge in e.
Atoms and positions in Å:
C -0.390 0.931 -0.408  -0.09
C -0.358 2.275 0.631  -0.08
N 0.352 -0.780 -0.271  0.22
O -0.930 0.985 -1.425  0.21
O 0.384 2.367 1.521  0.19
H -1.117 2.950 0.233  0.16
H 1.228 -0.775 -0.796  0.13
H -0.350 -1.337 -0.765  0.13
H 0.486 -1.097 0.688  0.13

- Charge: +1
- DFT total energy: -7714.7195 eV
- Energy relative to the best compared isomer or geometry (same formula, charge and spin): 1.2368 eV
- 2S+1: 1
- Max |F|: 1.56 eV Å⁻¹